No. 1
Computed, not measured: a 5-piece molecular cluster, CH11NO5 overall, with ωB97M-V with the def2-TZVPD basis set.

Geometry as XYZ:
```
18
Properties=species:S:1:pos:R:3:lowdin_charge:R:1
C 0.4292 -0.6836 1.7523 -0.440
N -0.9004 -0.5237 1.6238 0.134
O 1.1661 0.0859 2.3313 -0.006
H 0.7756 -1.6180 1.2854 0.120
H -1.4658 -1.0539 0.9768 0.069
H -1.3686 0.2701 2.0322 0.113
H -1.2330 -3.6113 -0.2288 0.056
H -0.3090 -2.7032 -1.0839 0.048
O -1.0413 -2.6919 -0.4622 -0.049
H -1.4214 0.9073 -0.8306 -0.011
H -2.3247 2.0235 -1.2176 0.032
O -2.2809 1.0591 -1.2516 -0.081
H 3.2908 1.1048 -2.0107 0.053
H 2.6715 0.6147 -0.7083 0.047
O 2.4543 0.8255 -1.6251 -0.049
H 0.4408 1.8086 0.5661 0.015
H 0.8594 1.8908 -0.8995 0.013
O 0.2574 2.2953 -0.2497 -0.062
```

Output
- Highest occupied orbital energy: -10.27 eV
- E_tot: -475.66940 Ha
- Frontier orbital gap: 10.6 eV
- Total charge: 0
- Relative energy (zero: lowest compared OMol25 entry of this formula, charge and spin): 11.7 kcal per mole

No. 2
Computed, not measured: a 5-piece molecular cluster, CH11O4S overall at a distorted geometry, with ωB97M-V with the def2-TZVPD basis set.

Geometry as XYZ:
```
17
Properties=species:S:1:pos:R:3:lowdin_charge:R:1
C -1.8279 1.0565 -0.3860 -0.644
S -2.0942 1.3599 1.4558 0.032
H -2.7723 0.7264 -0.7960 -0.009
H -1.6157 2.0135 -0.8661 0.003
H -1.0213 0.3388 -0.4373 -0.078
H -1.0851 -1.0844 1.1642 -0.051
H 0.0143 -1.5765 2.0866 0.017
O -0.5002 -1.8391 1.3272 -0.096
H 0.4269 0.7645 0.3730 -0.038
H 1.2949 1.5642 1.3569 0.045
O 1.2818 1.2087 0.4634 -0.085
H -0.0196 -1.0891 -1.8450 0.040
H 0.5402 0.3154 -1.8556 0.014
O -0.0119 -0.2791 -2.3744 -0.072
H 2.3521 -1.7443 0.5984 0.013
H 2.3453 -0.4150 -0.0730 -0.007
O 2.6928 -1.3205 -0.1922 -0.084
```

Output
- Highest occupied orbital energy: -2.99 eV
- E_tot: -743.87764 Ha
- Frontier orbital gap: 6.4 eV
- Total charge: -1
- Relative energy (zero: lowest compared OMol25 entry of this formula, charge and spin): 22.6 kcal per mole

No. 3
Computed, not measured: a 6-piece molecular cluster, CH11O7 overall at a distorted geometry, with ωB97M-V with the def2-TZVPD basis set.

Geometry as XYZ:
```
19
Properties=species:S:1:pos:R:3:lowdin_charge:R:1
O -1.3951 2.0269 -0.4956 -0.132
C -0.7293 1.5364 -1.4713 -0.462
O 0.0776 0.4879 -1.4391 -0.173
H -1.1906 1.9042 -2.4738 0.124
H -0.1864 1.2309 0.8258 0.010
H 1.2493 0.9844 1.0714 -0.015
O 0.4336 0.9892 1.5698 -0.082
H 1.1355 -1.3122 1.9717 0.008
H 2.0226 -1.2842 0.7397 0.062
O 1.6914 -1.9175 1.4879 -0.102
H -1.9418 -0.8413 0.5527 0.025
H -2.2748 0.6339 0.2842 -0.037
O -2.6873 -0.1741 0.6074 -0.100
H -0.5986 -1.7441 -0.7000 0.007
H 0.0536 -2.3616 0.3695 -0.003
O -0.6820 -2.5884 -0.2292 -0.081
H 3.2741 -0.1438 -1.1045 0.057
H 1.7908 0.4240 -0.8931 0.003
O 2.6920 0.3376 -0.4782 -0.107
```

Output
- Highest occupied orbital energy: -6.23 eV
- E_tot: -571.48282 Ha
- Frontier orbital gap: 9.6 eV
- Total charge: -1
- Relative energy (zero: lowest compared OMol25 entry of this formula, charge and spin): 8.5 kcal per mole

No. 4
Computed, not measured: a 4-piece molecular cluster, CH12N2O3 overall, with ωB97M-V with the def2-TZVPD basis set.

Geometry as XYZ:
```
18
Properties=species:S:1:pos:R:3:lowdin_charge:R:1
N 2.3840 0.0025 0.5592 -0.009
C 2.1476 0.0494 -0.8739 -0.377
N 1.6021 -1.1558 -1.5241 -0.015
H 1.5705 -0.3372 1.0515 0.056
H 3.1553 -0.6179 0.7525 0.055
H 1.4878 0.8916 -1.0944 0.088
H 3.1069 0.2167 -1.3872 0.105
H 2.0900 -1.9491 -1.1216 0.056
H 0.6436 -1.3121 -1.2336 0.046
H -3.2423 0.7645 1.7653 0.045
H -2.2663 0.8327 0.5868 0.024
O -2.9050 0.2595 1.0206 -0.045
H -0.9974 2.4545 -1.0317 0.018
H -1.1182 3.8631 -1.4619 0.043
O -1.6689 3.1418 -1.1242 -0.059
H -2.1060 -2.1314 0.9640 0.015
H -2.1929 -2.3507 2.4633 0.026
O -1.6910 -2.6220 1.6896 -0.075
```

Output
- Highest occupied orbital energy: -9.21 eV
- E_tot: -380.50550 Ha
- Frontier orbital gap: 9.5 eV
- Total charge: 0
- Relative energy (zero: lowest compared OMol25 entry of this formula, charge and spin): 15.7 kcal per mole

No. 5
Computed, not measured: a 2-piece molecular cluster, CH12N4P2Si overall at a distorted geometry, with ωB97M-V with the def2-TZVPD basis set.

Geometry as XYZ:
```
20
Properties=species:S:1:pos:R:3:lowdin_charge:R:1
C 0.1558 0.5695 -0.2622 -0.875
N 1.8205 -0.0740 1.5673 -0.224
N 2.2092 -1.1968 -0.8697 -0.245
N -0.6512 -1.9621 0.3085 -0.256
N -2.4970 -0.2273 -0.0463 -0.207
Si -0.3416 2.4602 -0.1196 0.512
P 1.9737 0.3315 -0.1497 0.664
P -1.0236 -0.3734 0.7742 0.572
H -0.3928 0.0567 -1.7395 0.159
H 2.3367 0.5982 2.1485 0.028
H 2.2713 -0.9641 1.7451 0.020
H 1.7358 -1.9959 -0.3312 0.047
H 1.7342 -1.1804 -1.7244 -0.031
H -1.4398 -2.5315 0.8013 0.067
H -0.9290 -2.1000 -0.6908 0.026
H -3.1765 0.4455 0.1697 0.008
H -2.3280 -0.5283 -0.9699 -0.015
H -0.8592 3.0847 -1.4971 -0.065
H 0.9673 3.0295 0.0738 -0.113
H -1.5659 2.5582 0.8119 -0.071
```

Output
- Highest occupied orbital energy: -8.00 eV
- E_tot: -1236.43815 Ha
- Frontier orbital gap: 8.4 eV
- Total charge: 0
- Relative energy (zero: lowest compared OMol25 entry of this formula, charge and spin): 40.9 kcal per mole

No. 6
Computed, not measured: a 4-piece molecular cluster, CH12NO3 overall at a distorted geometry, with ωB97M-V with the def2-TZVPD basis set.

Geometry as XYZ:
```
17
Properties=species:S:1:pos:R:3:lowdin_charge:R:1
C 0.6039 -0.2617 -0.5803 -0.136
N 0.3816 1.0833 -0.0007 -0.001
H 1.6244 -0.3541 -0.9281 0.070
H -0.1332 -0.3845 -1.3688 0.065
H 0.4484 -0.9649 0.2308 0.077
H 1.0984 1.3677 0.6952 0.064
H 0.1796 1.8701 -0.6605 0.022
H -0.5077 1.2131 0.5417 0.064
H -2.3962 2.2990 0.3903 0.001
H -2.9451 1.4584 1.6006 0.025
O -2.2939 1.4503 0.8849 -0.217
H -1.4404 -5.3149 -1.8082 0.021
H -2.3908 -4.1913 -2.0893 0.026
O -1.5894 -4.3963 -1.6144 -0.051
H 2.9732 1.5895 2.3266 0.048
H 3.6110 1.8945 0.9976 0.034
O 2.7763 1.6418 1.3825 -0.111
```

Output
- Highest occupied orbital energy (alpha / beta): -2.79 / -11.53 eV
- E_tot: -325.63871 Ha
- 2S+1: 2
- Frontier orbital gap (alpha / beta): 3.5 / 12.1 eV
- Total charge: 0
- Relative energy (zero: lowest compared OMol25 entry of this formula, charge and spin): 7.6 kcal per mole

No. 7
Computed, not measured: a 4-piece molecular cluster, CH12NO3 overall at a distorted geometry, with ωB97M-V with the def2-TZVPD basis set.

Geometry as XYZ:
```
17
Properties=species:S:1:pos:R:3:lowdin_charge:R:1
C 1.2764 -1.1903 -0.2357 0.004
N 0.0127 -0.3642 -0.0279 0.067
H 1.6143 -1.3796 0.7852 0.102
H 1.0089 -2.1154 -0.6851 0.084
H 1.9263 -0.6061 -0.8332 0.073
H -0.5696 -0.3918 -0.8458 0.115
H 0.2963 0.6338 0.1909 0.073
H -0.6445 -0.7225 0.7062 0.098
H 0.6362 1.8841 -2.3641 0.073
H 0.0395 0.4946 -2.9357 0.065
O 0.4483 0.9544 -2.1999 -0.033
H -2.1755 -1.9876 1.6782 0.073
H -3.0001 -0.7347 1.1540 0.077
O -2.1764 -1.0331 1.5581 -0.032
H 1.2368 2.1955 1.3663 0.085
H -0.2855 2.3648 1.6603 0.097
O 0.3559 1.9982 1.0281 -0.020
```

Output
- Highest occupied orbital energy: -15.67 eV
- E_tot: -325.53849 Ha
- Frontier orbital gap: 12.6 eV
- Total charge: +1
- Relative energy (zero: lowest compared OMol25 entry of this formula, charge and spin): 17.1 kcal per mole

No. 8
Computed, not measured: a 4-piece molecular cluster, CH12NO3 overall at a distorted geometry, with ωB97M-V with the def2-TZVPD basis set.

Geometry as XYZ:
```
17
Properties=species:S:1:pos:R:3:lowdin_charge:R:1
C 1.2967 0.4667 1.5919 0.012
N -0.1347 0.4274 1.0929 0.162
H 1.8991 1.3386 1.2915 0.110
H 1.3873 0.6346 2.6811 0.118
H 1.5445 -0.4266 1.0953 0.082
H -0.0673 1.2581 0.5136 0.156
H -0.8523 0.5491 1.7927 0.165
H -0.3953 -0.2674 0.4388 0.103
H 0.5326 -1.2772 -2.1902 0.060
H -0.2516 0.0974 -2.2427 0.076
O 0.0300 -0.6319 -1.6399 -0.077
H 3.5873 -1.2168 -1.5028 0.066
H 3.0285 -1.2324 -2.9268 0.057
O 3.0851 -1.8187 -2.1294 -0.095
H -4.5762 1.4534 0.5408 0.074
H -4.8281 1.6483 2.0300 0.046
O -4.0958 1.4068 1.4289 -0.114
```

Output
- Highest occupied orbital energy: -14.64 eV
- E_tot: -325.48842 Ha
- Frontier orbital gap: 11.2 eV
- Total charge: +1
- Relative energy (zero: lowest compared OMol25 entry of this formula, charge and spin): 48.5 kcal per mole

No. 9
Computed, not measured: a 5-piece molecular cluster, CH12NO4 overall at a distorted geometry, with ωB97M-V with the def2-TZVPD basis set.

Geometry as XYZ:
```
18
Properties=species:S:1:pos:R:3:lowdin_charge:R:1
C 1.7711 -0.0725 0.1546 -0.175
N 0.4140 -0.0917 0.3399 -0.045
H 2.2999 0.6499 0.7674 0.021
H 2.2694 -0.6275 -0.6237 0.019
H -0.1431 -0.3520 -0.4916 0.019
H 0.1670 0.4096 1.1868 0.016
H -1.2582 0.8049 3.1207 0.054
H -1.5378 2.0100 2.2870 0.056
O -0.8995 1.2868 2.3666 -0.053
H -1.5116 0.1832 -2.0585 0.010
H -1.0827 -1.3092 -2.5279 0.047
O -1.0376 -0.6482 -1.8492 -0.064
H 4.0293 -2.1867 1.2719 0.043
H 2.7709 -2.5846 1.9557 0.039
O 3.0745 -2.2533 1.0971 -0.085
H -2.9719 1.9643 -2.9583 0.067
H -3.5902 1.4915 -1.7760 0.074
O -2.7634 1.3255 -2.2624 -0.042
```

Output
- Highest occupied orbital energy (alpha / beta): -4.06 / -8.58 eV
- E_tot: -400.90206 Ha
- 2S+1: 2
- Frontier orbital gap (alpha / beta): 4.3 / 8.8 eV
- Total charge: 0
- Relative energy (zero: lowest compared OMol25 entry of this formula, charge and spin): 15.2 kcal per mole

No. 10
Computed, not measured: a 5-piece molecular cluster, CH12O4 overall at a distorted geometry, with ωB97M-V with the def2-TZVPD basis set.

Geometry as XYZ:
```
17
Properties=species:S:1:pos:R:3:lowdin_charge:R:1
C 1.2627 -0.0925 -2.5573 -0.055
H 2.3110 0.1750 -2.8542 0.036
H 1.0713 -0.5825 -3.5131 0.005
H 1.1682 -0.7465 -1.7011 0.011
H 0.4905 0.7043 -2.5606 0.013
H -2.5923 -0.2849 1.2181 0.008
H -1.9334 0.6815 -0.0149 0.055
O -2.4883 -0.1571 0.2651 -0.102
H 1.3196 -0.9897 1.7996 0.136
H 1.4545 0.9885 1.5043 0.066
O 1.4304 0.0220 1.5673 -0.123
H 0.2048 1.0492 0.5792 0.002
H -0.8930 1.6302 -0.7846 0.061
O -0.2719 1.6371 -0.0302 -0.090
H -1.4704 -0.8530 2.1739 0.013
H -0.0240 -1.4706 2.5056 0.060
O -1.0399 -1.7109 2.4025 -0.097
```

Output
- Highest occupied orbital energy: -11.27 eV
- E_tot: -346.09938 Ha
- Frontier orbital gap: 11.0 eV
- Total charge: 0
- Relative energy (zero: lowest compared OMol25 entry of this formula, charge and spin): 103.4 kcal per mole

No. 11
Computed, not measured: a 5-piece molecular cluster, CH12O4 overall at a distorted geometry, with ωB97M-V with the def2-TZVPD basis set.

Geometry as XYZ:
```
17
Properties=species:S:1:pos:R:3:lowdin_charge:R:1
C -1.8007 -1.5592 0.1695 -0.048
H -0.8364 -1.7012 -0.3013 0.005
H -2.4670 -1.0443 -0.5230 0.020
H -1.6737 -1.1236 1.1478 0.006
H -2.3449 -2.5065 0.1773 0.020
H 0.7653 -1.0508 2.3264 0.027
H 1.2832 -0.7641 0.8020 0.007
O 0.6379 -0.5432 1.5379 -0.100
H -0.7611 1.1119 -2.1990 0.067
H -0.4461 0.8099 -0.8184 0.020
O 0.0141 0.8883 -1.6793 -0.063
H 1.1871 -0.2617 -1.1037 0.015
H 2.6476 -0.5500 -1.0646 0.061
O 1.8291 -0.9172 -0.7372 -0.057
H -0.9448 1.5349 1.1891 0.022
H 0.3055 2.3354 0.5547 0.057
O -0.6574 2.2577 0.6366 -0.058
```

Output
- Highest occupied orbital energy: -10.92 eV
- E_tot: -346.23726 Ha
- Frontier orbital gap: 11.5 eV
- Total charge: 0
- Relative energy (zero: lowest compared OMol25 entry of this formula, charge and spin): 16.9 kcal per mole

No. 12
Computed, not measured: a 6-piece molecular cluster, CH12O6 overall at a distorted geometry, with ωB97M-V with the def2-TZVPD basis set.

Geometry as XYZ:
```
19
Properties=species:S:1:pos:R:3:lowdin_charge:R:1
O 2.9653 -0.8896 -1.0458 -0.051
C 2.1063 -1.7985 -1.0352 -0.080
H 2.3359 -2.8634 -0.7052 0.096
H 1.0017 -1.6196 -1.2321 0.093
H -1.1959 -2.1134 4.2478 0.019
H -1.7054 -2.1944 2.7754 0.046
O -1.2962 -2.7186 3.5130 -0.085
H -0.5738 1.8581 -2.1431 0.026
H -1.0416 0.4635 -2.6041 0.030
O -1.1906 1.1574 -1.9685 -0.043
H -2.3683 3.0904 0.6842 0.070
H -1.5582 1.8910 0.1297 -0.001
O -1.8634 2.2803 0.9563 -0.073
H 2.3695 0.7686 -3.9997 0.116
H 2.3266 0.4450 -2.5236 -0.084
O 1.8382 0.9151 -3.1146 -0.061
H -0.8756 1.2251 2.7236 0.040
H -0.3323 -0.1646 2.3725 0.020
O -0.9423 0.2673 2.9691 -0.078
```

Output
- Highest occupied orbital energy: -11.04 eV
- E_tot: -496.68479 Ha
- Frontier orbital gap: 10.9 eV
- Total charge: 0
- Relative energy (zero: lowest compared OMol25 entry of this formula, charge and spin): 28.6 kcal per mole